Version 1
The following is a DFT calculation (wB97M-V/def2-TZVPD) of a structure of composition C2H9NSi.

Values from the calculation:
highest occupied orbital energy: -7.7969 eV

```
! RIJCOSX wB97M-V def2-TZVPD def2/J DEFGRID3
* xyz 0 1
C 2.4569 0.4478 0.3750
C -0.5612 -1.0940 -0.9491
N -1.4866 -0.9653 -0.0430
Si -2.0338 0.7349 -0.1640
H 2.9658 1.3074 0.9016
H 3.1745 -0.1979 -0.0560
H 1.7709 0.9257 -0.2801
H -0.0471 -2.0906 -1.0058
H 1.9553 -0.2349 1.0299
H -1.7856 -1.7693 0.5286
H -3.2716 0.5225 -0.7447
H -0.9719 1.4325 -0.8566
H -2.1656 0.9812 1.2644
*
```

Results of the natural (NBO) charge analysis, in e, for atoms 1 through 5: atom 1 (C): -0.850, atom 2 (C): -0.151, atom 3 (N): -0.917, atom 4 (Si): 1.099, atom 5 (H): 0.207

---

Version 2
The following is a DFT calculation (wB97M-V/def2-TZVPD) of an isolated molecule of C2H9NSi.

Values from the calculation:
highest occupied orbital energy: -8.8334 eV
SMILES: CN[SiH2]C

```
! RIJCOSX wB97M-V def2-TZVPD def2/J DEFGRID3
* xyz 0 1
C 0.7888 0.7568 1.2527
N 1.3311 0.2250 0.0085
Si 0.1505 -0.0750 -1.1757
C -1.3418 -0.9594 -0.2678
H 1.4372 1.5005 1.8201
H -0.1302 1.1431 1.0279
H 0.5582 -0.0274 1.9202
H 2.1728 -0.2673 0.0642
H 0.6416 -1.1395 -2.2431
H -0.3154 1.1710 -1.6616
H -1.1197 -1.8336 0.2485
H -1.8809 -0.2324 0.2219
H -1.9288 -1.2502 -1.1306
*
```

Results of the natural (NBO) charge analysis, in e, for atoms 1 through 5: atom 1 (C): -0.394, atom 2 (N): -1.068, atom 3 (Si): 1.302, atom 4 (C): -1.066, atom 5 (H): 0.190

---

Of them, version 2 has the highest stability.

---

Version 1
The following is a DFT calculation (wB97M-V/def2-TZVPD) of a cluster of 2 separate species, C10H16 in total.

Values from the calculation:
highest occupied orbital energy: -9.0795 eV
SMILES: Cc1ccccc1.CCC

```
! RIJCOSX wB97M-V def2-TZVPD def2/J DEFGRID3
* xyz 0 1
C -4.0709 -2.2488 0.5330
C -2.7940 -1.4146 0.6345
C -1.7481 -1.5764 -0.2629
C -0.5884 -0.8071 -0.0862
C -0.4831 0.0929 0.9748
C -1.5364 0.2483 1.8568
C -2.6295 -0.5862 1.7256
H -4.8945 -1.6826 0.9572
H -3.9257 -3.1843 1.0724
H -4.2924 -2.3588 -0.5294
H -1.8150 -2.3830 -0.9804
H 0.2456 -0.8567 -0.7762
H 0.3775 0.7457 1.0244
H -1.5235 0.9739 2.6609
H -3.3434 -0.6765 2.5437
C 2.0056 2.2685 -1.2563
C 3.1687 1.5639 -0.5050
C 3.8919 0.4965 -1.3394
H 1.9402 1.7182 -2.1952
H 2.1845 3.3361 -1.3063
H 1.0587 2.1486 -0.7224
H 3.8252 2.3083 -0.0325
H 2.7759 1.1403 0.4326
H 4.4223 0.9025 -2.1966
H 4.6004 0.0812 -0.6196
H 3.1481 -0.2502 -1.6072
*
```

Results of the natural (NBO) charge analysis, in e, for atoms 1 through 5: atom 1 (C): -0.630, atom 2 (C): -0.009, atom 3 (C): -0.214, atom 4 (C): -0.205, atom 5 (C): -0.227

---

Version 2
The following is a DFT calculation (wB97M-V/def2-TZVPD) of a cluster of 2 separate species, C10H16 in total.

Values from the calculation:
highest occupied orbital energy: -8.9950 eV
SMILES: Cc1ccccc1.CCC

```
! RIJCOSX wB97M-V def2-TZVPD def2/J DEFGRID3
* xyz 0 1
C 2.2304 1.6613 2.5004
C 1.9571 1.4595 1.0383
C 1.3907 0.2690 0.5377
C 1.0620 0.0659 -0.7673
C 1.4728 1.0131 -1.6966
C 2.0280 2.2132 -1.2732
C 2.2416 2.4371 0.1069
H 3.0778 0.9744 2.6051
H 1.3438 1.4558 3.0997
H 2.5489 2.6636 2.7864
H 1.3222 -0.4781 1.3362
H 0.4611 -0.7770 -1.0516
H 1.1726 0.8417 -2.7286
H 2.1357 3.0228 -1.9865
H 2.7595 3.3729 0.2732
C -1.5969 -2.5575 0.2661
C -2.2244 -1.3245 -0.4125
C -3.4291 -1.4917 -1.2803
H -0.5228 -2.6007 0.2844
H -1.9818 -2.5972 1.3004
H -1.9338 -3.5747 -0.0107
H -1.3837 -0.8443 -0.9051
H -2.5316 -0.6812 0.4289
H -4.1469 -0.6687 -1.1041
H -4.0213 -2.3614 -0.9712
H -3.4321 -1.4932 -2.3759
*
```

Results of the natural (NBO) charge analysis, in e, for atoms 1 through 5: atom 1 (C): -0.637, atom 2 (C): -0.016, atom 3 (C): -0.208, atom 4 (C): -0.213, atom 5 (C): -0.221

---

Of them, version 1 has the highest stability.

---

Version 1
The following is a DFT calculation (wB97M-V/def2-TZVPD) of a cluster of 2 separate species, C10H16 in total.

Values from the calculation:
highest occupied orbital energy: -8.9573 eV
SMILES: CCc1ccccc1.CC

```
! RIJCOSX wB97M-V def2-TZVPD def2/J DEFGRID3
* xyz 0 1
C 1.6536 -1.9647 -1.7418
C 0.8754 -1.1903 -0.6810
C 0.7391 0.2898 -0.8596
C 0.5224 0.8178 -2.1293
C 0.4864 2.1916 -2.3222
C 0.5806 3.0633 -1.2344
C 0.6106 2.5292 0.0413
C 0.7682 1.1561 0.2231
H 0.9873 -2.4261 -2.4655
H 2.2956 -2.7305 -1.3084
H 2.3567 -1.3237 -2.2750
H -0.1399 -1.6068 -0.6220
H 1.1817 -1.4307 0.3403
H 0.3110 0.2308 -3.0128
H 0.3121 2.6236 -3.3065
H 0.6935 4.1285 -1.4115
H 0.6168 3.1917 0.8944
H 0.8447 0.7607 1.2352
C -1.7543 -1.3981 1.9335
C -2.1445 -0.6833 3.2234
H -1.7927 -2.4734 2.1066
H -2.4686 -1.1014 1.1606
H -0.7550 -1.1807 1.5646
H -3.1924 -0.8900 3.4344
H -1.5146 -0.9870 4.0642
H -2.0734 0.4034 3.1484
*
```

Results of the natural (NBO) charge analysis, in e, for atoms 1 through 5: atom 1 (C): -0.612, atom 2 (C): -0.434, atom 3 (C): -0.002, atom 4 (C): -0.233, atom 5 (C): -0.188

---

Version 2
The following is a DFT calculation (wB97M-V/def2-TZVPD) of a cluster of 2 separate species, C10H16 in total.

Values from the calculation:
highest occupied orbital energy: -9.0407 eV
SMILES: Cc1ccccc1.CCC

```
! RIJCOSX wB97M-V def2-TZVPD def2/J DEFGRID3
* xyz 0 1
C 2.8442 -0.0728 1.4004
C 1.4661 0.5060 1.2134
C 1.2315 1.7910 0.7700
C -0.0529 2.2808 0.5857
C -1.1282 1.3953 0.7493
C -0.9739 0.1014 1.2296
C 0.3536 -0.2980 1.3793
H 3.1198 -0.6121 0.4792
H 3.0077 -0.7330 2.2509
H 3.5178 0.7891 1.5864
H 2.0888 2.4554 0.6576
H -0.2158 3.3256 0.3652
H -2.1615 1.6512 0.5436
H -1.7319 -0.6538 1.3412
H 0.5084 -1.3511 1.6144
C -2.2216 -1.2102 -1.2605
C -0.7580 -1.4743 -1.6481
C -0.4412 -1.8288 -3.0763
H -2.2773 -0.8350 -0.2413
H -2.8422 -2.1188 -1.2663
H -2.7601 -0.6154 -1.9965
H -0.2597 -0.5393 -1.3807
H -0.3250 -2.2574 -1.0114
H -0.8946 -2.7727 -3.4243
H -0.6156 -1.1331 -3.8972
H 0.6458 -2.0021 -3.2594
*
```

Results of the natural (NBO) charge analysis, in e, for atoms 1 through 5: atom 1 (C): -0.631, atom 2 (C): -0.022, atom 3 (C): -0.210, atom 4 (C): -0.215, atom 5 (C): -0.220

---

Version 3
The following is a DFT calculation (wB97M-V/def2-TZVPD) of a cluster of 2 separate species, C10H16 in total.

Values from the calculation:
highest occupied orbital energy: -8.8625 eV
SMILES: Cc1ccccc1.CCC

```
! RIJCOSX wB97M-V def2-TZVPD def2/J DEFGRID3
* xyz 0 1
C 0.3022 2.2408 1.7946
C -0.2055 1.8492 0.4855
C -1.3182 0.9993 0.4476
C -1.8147 0.6192 -0.7936
C -1.1676 1.0258 -1.9669
C -0.2344 2.0713 -1.9300
C 0.3111 2.4031 -0.6834
H 1.2871 2.7738 1.8198
H 0.5144 1.3873 2.4687
H -0.3333 2.7771 2.5009
H -1.9300 0.7946 1.3184
H -2.5218 -0.1794 -0.8962
H -1.4121 0.4833 -2.8785
H 0.0967 2.6473 -2.7796
H 1.1187 3.0839 -0.4665
C -0.1044 -2.6656 0.7755
C 0.9886 -3.7809 0.5832
C 2.3203 -2.9846 0.3762
H -1.0633 -2.9918 1.1703
H -0.3032 -2.0501 -0.1186
H 0.3534 -1.9067 1.4003
H 1.0197 -4.5722 1.3175
H 0.8212 -4.4169 -0.3022
H 2.2825 -2.0843 0.9675
H 3.1801 -3.5748 0.6975
H 2.4677 -2.9084 -0.6904
*
```

Results of the natural (NBO) charge analysis, in e, for atoms 1 through 5: atom 1 (C): -0.647, atom 2 (C): -0.024, atom 3 (C): -0.212, atom 4 (C): -0.208, atom 5 (C): -0.221

---

Version 4
The following is a DFT calculation (wB97M-V/def2-TZVPD) of a cluster of 2 separate species, C10H16 in total.

Values from the calculation:
highest occupied orbital energy: -8.7467 eV
SMILES: CCc1ccccc1.CC

```
! RIJCOSX wB97M-V def2-TZVPD def2/J DEFGRID3
* xyz 0 1
C -1.3023 1.3970 2.6284
C -0.3548 0.9017 1.4663
C -0.9868 0.3984 0.0758
C -0.3589 0.6392 -1.1266
C -0.8266 -0.0391 -2.2581
C -1.9244 -0.8859 -2.1396
C -2.7124 -0.8932 -0.9441
C -2.2908 -0.2839 0.1679
H -1.3662 0.6664 3.4928
H -2.3508 1.6051 2.2393
H -1.0150 2.4480 2.9205
H 0.3688 1.6208 1.0608
H 0.2892 -0.0323 1.8571
H 0.4924 1.3655 -1.2842
H -0.2990 0.0010 -3.2115
H -2.1137 -1.4487 -2.9924
H -3.6930 -1.4506 -0.8549
H -2.7748 -0.3708 1.1697
C 2.6214 -1.4075 -0.2853
C 3.1589 0.0406 -0.3568
H 2.1951 -1.8209 -1.1734
H 3.3376 -2.1268 -0.0004
H 1.8685 -1.4965 0.4965
H 4.2019 0.2081 0.0191
H 2.6668 0.6173 0.3599
H 3.1688 0.3470 -1.3268
*
```

Results of the natural (NBO) charge analysis, in e, for atoms 1 through 5: atom 1 (C): -0.639, atom 2 (C): -0.429, atom 3 (C): 0.032, atom 4 (C): -0.259, atom 5 (C): -0.196

---

Of them, version 1 has the highest stability.

---

Version 1
The following is a DFT calculation (wB97M-V/def2-TZVPD) of a cluster of 2 separate species, C10H16 in total.

Values from the calculation:
highest occupied orbital energy: -8.7133 eV
SMILES: Cc1ccccc1.CCC

```
! RIJCOSX wB97M-V def2-TZVPD def2/J DEFGRID3
* xyz 0 1
C -0.4673 -2.4434 1.0122
C 0.4556 -1.2500 0.6700
C 1.2670 -1.1963 -0.4744
C 2.2967 -0.3484 -0.6917
C 2.4739 0.5722 0.3828
C 1.4661 0.7913 1.3880
C 0.4105 -0.1092 1.5422
H -0.0489 -3.2768 0.3928
H -1.5068 -2.4228 1.3161
H -0.1121 -2.8280 1.9739
H 1.0411 -1.8663 -1.3349
H 2.8452 -0.3133 -1.6163
H 3.0684 1.4778 0.2366
H 1.4044 1.8259 1.6882
H -0.5681 0.0396 2.1228
C -0.8921 1.0160 -1.6084
C -2.0553 1.7696 -0.8576
C -3.2705 0.7938 -0.7165
H 0.0406 1.3799 -1.2191
H -1.2212 -0.0319 -1.6365
H -0.4902 1.5349 -2.6162
H -1.4868 2.2374 0.0064
H -2.2628 2.8098 -1.3248
H -4.0817 1.3537 -1.1359
H -3.2387 -0.1376 -1.2340
H -3.4904 0.6437 0.5020
*
```

Results of the natural (NBO) charge analysis, in e, for atoms 1 through 5: atom 1 (C): -0.670, atom 2 (C): 0.005, atom 3 (C): -0.225, atom 4 (C): -0.219, atom 5 (C): -0.209

---

Version 2
The following is a DFT calculation (wB97M-V/def2-TZVPD) of a cluster of 2 separate species, C10H16 in total.

Values from the calculation:
highest occupied orbital energy: -9.0525 eV
SMILES: Cc1ccccc1.CCC

```
! RIJCOSX wB97M-V def2-TZVPD def2/J DEFGRID3
* xyz 0 1
C 0.6076 -0.9584 2.9199
C 1.0012 -0.9106 1.4752
C 0.4300 -1.7983 0.5732
C 0.7769 -1.7892 -0.7723
C 1.8145 -0.9738 -1.1847
C 2.3748 -0.0725 -0.2997
C 1.9455 -0.0012 1.0255
H 1.2960 -1.6613 3.4166
H -0.3967 -1.3280 3.1104
H 0.7784 -0.0144 3.4305
H -0.3900 -2.4122 0.9250
H 0.1237 -2.2940 -1.4690
H 2.1456 -0.9308 -2.2146
H 3.1356 0.6136 -0.6594
H 2.5126 0.6400 1.6962
C -2.1411 1.0778 0.1191
C -2.1245 1.5285 -1.3522
C -0.8056 1.2119 -2.1007
H -2.9734 0.4132 0.3624
H -2.2716 1.9191 0.8008
H -1.2288 0.5518 0.4090
H -2.8843 0.9293 -1.8502
H -2.4354 2.5617 -1.5108
H 0.0244 0.8164 -1.5140
H -0.9956 0.7111 -3.0397
H -0.3196 2.1702 -2.2966
*
```

Results of the natural (NBO) charge analysis, in e, for atoms 1 through 5: atom 1 (C): -0.633, atom 2 (C): -0.006, atom 3 (C): -0.226, atom 4 (C): -0.188, atom 5 (C): -0.236

---

Of them, version 2 has the highest stability.

---

Version 1
The following is a DFT calculation (wB97M-V/def2-TZVPD) of a cluster of 2 separate species, C10H16 in total.

Values from the calculation:
highest occupied orbital energy: -9.0162 eV
SMILES: CCc1ccccc1.CC

```
! RIJCOSX wB97M-V def2-TZVPD def2/J DEFGRID3
* xyz 0 1
C 0.6964 -2.2197 -2.1102
C 1.0298 -1.8814 -0.6703
C 0.0275 -1.0268 0.0556
C 0.1469 -0.7961 1.4296
C -0.8325 -0.1160 2.1194
C -1.9253 0.4272 1.4752
C -1.9988 0.2938 0.1011
C -1.0385 -0.4271 -0.5943
H -0.2156 -2.8097 -2.1391
H 1.4733 -2.7983 -2.5974
H 0.5801 -1.3360 -2.7320
H 1.1628 -2.8194 -0.1278
H 2.0483 -1.4939 -0.5427
H 1.0177 -1.0765 2.0187
H -0.6985 0.1007 3.1647
H -2.6782 1.0042 1.9695
H -2.8185 0.7308 -0.4452
H -1.1001 -0.5051 -1.6680
C 1.3187 2.2898 0.2793
C 1.2778 2.8561 -1.1311
H 0.3679 2.0264 0.7216
H 1.9135 1.3889 0.4551
H 1.7472 3.0872 0.8841
H 0.7596 2.1732 -1.8241
H 2.2642 2.9952 -1.5679
H 0.7138 3.7789 -1.1832
*
```

Results of the natural (NBO) charge analysis, in e, for atoms 1 through 5: atom 1 (C): -0.607, atom 2 (C): -0.450, atom 3 (C): 0.085, atom 4 (C): -0.247, atom 5 (C): -0.197

---

Version 2
The following is a DFT calculation (wB97M-V/def2-TZVPD) of a cluster of 2 separate species, C10H16 in total.

Values from the calculation:
highest occupied orbital energy: -8.9117 eV
SMILES: Cc1ccccc1.CCC

```
! RIJCOSX wB97M-V def2-TZVPD def2/J DEFGRID3
* xyz 0 1
C -2.2380 -1.2221 0.1590
C -1.0740 -1.4104 -0.7267
C -0.9191 -0.6075 -1.8524
C 0.1304 -0.8179 -2.7955
C 1.0571 -1.8321 -2.5077
C 0.9867 -2.4943 -1.2491
C -0.0441 -2.3251 -0.3737
H -2.6105 -2.1864 0.5035
H -3.0662 -0.7323 -0.3596
H -1.9764 -0.6718 1.0492
H -1.6425 0.2163 -2.0252
H 0.1738 -0.2547 -3.7943
H 1.9792 -1.8780 -3.1825
H 1.7535 -3.2415 -0.9483
H -0.2260 -2.8351 0.5718
C 0.0380 2.3898 0.4206
C 0.7985 2.4840 1.7921
C 1.2807 1.2844 2.6448
H -0.9957 2.5016 0.2666
H 0.4330 3.1761 -0.2069
H 0.2041 1.2942 0.0752
H 0.1294 3.1149 2.3443
H 1.6758 3.1362 1.5495
H 0.8666 0.2621 2.2708
H 0.9446 1.4564 3.7235
H 2.3410 1.1933 2.6511
*
```

Results of the natural (NBO) charge analysis, in e, for atoms 1 through 5: atom 1 (C): -0.634, atom 2 (C): -0.014, atom 3 (C): -0.227, atom 4 (C): -0.200, atom 5 (C): -0.236

---

Of them, version 1 has the highest stability.

---

Version 1
The following is a DFT calculation (wB97M-V/def2-TZVPD) of a cluster of 2 separate species, C10H16 in total.

Values from the calculation:
highest occupied orbital energy: -8.6985 eV
SMILES: CCc1ccccc1.CC

```
! RIJCOSX wB97M-V def2-TZVPD def2/J DEFGRID3
* xyz 0 1
C -1.1665 -3.3580 -1.4469
C -1.4253 -2.1800 -0.5109
C -0.1071 -1.2938 -0.4931
C 0.6954 -1.5551 0.7301
C 1.7846 -0.7828 1.0297
C 2.0050 0.3549 0.2044
C 1.3036 0.4062 -1.0130
C 0.2023 -0.4158 -1.4305
H -1.3570 -3.3103 -2.4951
H -1.5713 -4.3242 -0.9768
H -0.1007 -3.6855 -1.5813
H -2.2419 -1.4815 -0.8908
H -1.8024 -2.5370 0.4669
H 0.4503 -2.4012 1.4475
H 2.3965 -0.9247 1.9116
H 2.6222 1.2883 0.3676
H 1.5623 1.1030 -1.7690
H -0.1702 -0.3007 -2.4974
C -1.0823 3.1772 1.5011
C 0.2667 3.2603 0.7557
H -1.7476 2.3604 1.0990
H -0.9202 2.8246 2.5529
H -1.7141 4.0192 1.5280
H 0.2109 2.6083 -0.0692
H 1.3173 2.9789 1.3131
H 0.5893 4.1694 0.2663
*
```

Results of the natural (NBO) charge analysis, in e, for atoms 1 through 5: atom 1 (C): -0.634, atom 2 (C): -0.430, atom 3 (C): 0.018, atom 4 (C): -0.227, atom 5 (C): -0.209

---

Version 2
The following is a DFT calculation (wB97M-V/def2-TZVPD) of a cluster of 2 separate species, C10H16 in total.

Values from the calculation:
highest occupied orbital energy: -9.0426 eV
SMILES: CCc1ccccc1.CC

```
! RIJCOSX wB97M-V def2-TZVPD def2/J DEFGRID3
* xyz 0 1
C 2.4621 1.4287 1.4633
C 1.7367 0.2792 0.7883
C 0.7280 0.6867 -0.2521
C 0.9805 0.4780 -1.6006
C -0.0201 0.6833 -2.5504
C -1.2742 1.1132 -2.1539
C -1.4930 1.4731 -0.8236
C -0.4933 1.2367 0.1062
H 3.3612 1.6875 0.9083
H 2.7696 1.2661 2.4924
H 1.8748 2.3530 1.4941
H 2.4543 -0.4306 0.3715
H 1.2040 -0.3732 1.4859
H 1.9164 0.0960 -1.9906
H 0.1711 0.4647 -3.5901
H -2.1246 1.0514 -2.8257
H -2.4660 1.8809 -0.5719
H -0.7213 1.3726 1.1610
C -2.0016 -2.8270 1.4309
C -0.6436 -3.2603 1.9897
H -1.8750 -2.2711 0.5030
H -2.6631 -3.6645 1.2188
H -2.4843 -2.1360 2.1197
H 0.2504 -3.1267 1.3801
H -0.6144 -4.3167 2.2792
H -0.4390 -2.7334 2.9178
*
```

Results of the natural (NBO) charge analysis, in e, for atoms 1 through 5: atom 1 (C): -0.608, atom 2 (C): -0.426, atom 3 (C): -0.020, atom 4 (C): -0.205, atom 5 (C): -0.209

---

Of them, version 2 has the highest stability.